Entry 1:
{
  "formula": "C3H7N",
  "method": "ωB97M-V/def2-TZVPD",
  "species": ["C", "C", "C", "N", "H", "H", "H", "H", "H", "H", "H"],
  "coordinates": [[-0.271327, -0.703154, 1.266186], [0.020540, 0.147058, 0.046501], [0.098334, -0.532771, -1.318377], [0.287552, 1.519803, 0.077098], [0.349802, -1.623411, 1.170625], [0.150318, -0.241125, 2.167571], [-1.309559, -0.967650, 1.496867], [1.195415, -0.745766, -1.445057], [-0.827445, 1.214050, 0.138456], [-0.155223, 0.238141, -2.036291], [-0.524920, -1.427720, -1.347855]],
  "forces_ev_per_angstrom": [[1.61, -0.28, -0.08], [-0.04, -1.35, -0.62], [1.11, 0.29, 1.56], [-1.90, -0.22, 0.51], [-0.59, -0.20, 0.09], [-0.21, 0.31, -0.11], [-0.24, -0.16, -0.15], [-0.53, -0.40, -0.49], [0.90, 2.41, 0.11], [-0.25, -0.18, -0.38], [0.14, -0.21, -0.43]],
  "lowdin_charge": [-0.165, -0.724, -0.162, -0.160, 0.039, 0.035, 0.029, 0.044, 0.002, 0.026, 0.035],
  "spin_multiplicity": 2,
  "e_tot_ev": -4710.231,
  "lumo_energy_ev": [4.71, 4.62],
  "e_above_lowest_kcal_mol": 49.1,
  "e_homo_ev": [0.5, -1.3],
  "orbital_gap_ha": [0.15377, 0.21619],
  "charge": -1
}



Entry 2:
{
  "formula": "C3H7N",
  "method": "ωB97M-V/def2-TZVPD",
  "species": ["C", "C", "C", "N", "H", "H", "H", "H", "H", "H", "H"],
  "coordinates": [[-1.968011, 0.481043, 0.133906], [1.322375, 0.284227, -0.044632], [0.878455, -1.090429, -0.117072], [-1.831910, -0.709778, -0.057759], [-2.925055, 1.007585, 0.147040], [-1.103048, 1.196071, 0.255405], [0.452821, 0.961187, 0.192489], [2.032595, 0.452906, 0.763955], [1.720364, 0.646645, -0.990753], [0.782024, -1.679879, 0.773783], [0.639385, -1.549576, -1.056360]],
  "forces_ev_per_angstrom": [[0.43, 2.07, 0.10], [-0.26, 0.89, 0.13], [-0.83, -0.26, -0.01], [0.51, -1.57, -0.17], [-0.33, -0.20, 0.05], [-0.42, -0.44, 0.01], [0.66, -0.24, -0.10], [0.12, 0.05, -0.03], [0.12, 0.05, 0.02], [0.00, -0.21, 0.16], [0.00, -0.16, -0.16]],
  "lowdin_charge": [-0.225, -0.198, -0.045, 0.092, 0.065, 0.044, 0.032, 0.074, 0.075, 0.044, 0.041],
  "e_tot_ev": -4710.457,
  "lumo_energy_ev": [0.66, -0.09],
  "e_above_lowest_kcal_mol": 85.3,
  "e_homo_ev": [-9.3, -7.9],
  "orbital_gap_ha": [0.36517, 0.28817]
}



Entry 3:
{
  "formula": "C3H7N",
  "method": "ωB97M-V/def2-TZVPD",
  "species": ["C", "C", "H", "H", "H", "H", "C", "N", "H", "H", "H"],
  "coordinates": [[2.092523, -0.235184, -4.796815], [1.091810, -0.312740, -3.940675], [2.048876, 0.459915, -5.627909], [2.952776, -0.889063, -4.748994], [0.196316, 0.292170, -3.968526], [1.130961, -1.137770, -3.236785], [-1.759167, 0.553025, 4.848937], [-1.280492, -0.109037, 3.883381], [-1.331335, 0.347572, 5.830343], [-2.554037, 1.296582, 4.784838], [-1.741405, 0.208488, 3.020692]],
  "forces_ev_per_angstrom": [[-0.21, 0.44, -0.58], [0.13, -0.93, 0.16], [0.23, 0.14, 0.09], [-0.04, -0.05, 0.05], [0.09, 0.10, -0.08], [-0.20, 0.31, 0.37], [0.46, -0.44, 0.32], [-0.43, 0.58, -0.42], [-0.21, 0.13, 0.11], [0.02, 0.05, -0.08], [0.16, -0.33, 0.07]],
  "lowdin_charge": [-0.089, -0.087, 0.043, 0.044, 0.045, 0.044, -0.157, 0.008, 0.053, 0.060, 0.036],
  "e_tot_ev": -4712.663,
  "lumo_energy_ev": 1.25,
  "e_above_lowest_kcal_mol": 34.4,
  "smiles": "C=C.C=N",
  "e_homo_ev": -10.2,
  "orbital_gap_ha": 0.42107
}